# 1
A cluster of 2 separate species, C4H11BS in total in a non-equilibrium geometry, computed with wB97M-V/def2-TZVPD.

The geometry in XYZ format:
```
17
Properties=species:S:1:pos:R:3
B -0.312 2.072 -2.093
C 0.903 0.324 1.311
C -1.307 -0.316 0.564
C 0.660 -1.809 -0.040
C 0.145 -0.496 0.411
S 0.528 0.517 -1.845
H -0.955 2.768 -1.390
H -0.360 2.469 -3.225
H 1.930 0.537 1.016
H 0.238 1.177 1.624
H 1.046 -0.286 2.212
H -1.556 0.278 1.590
H -1.779 -1.184 0.552
H -1.737 0.310 -0.309
H 0.155 -2.276 -0.824
H 1.620 -1.645 -0.358
H 0.781 -2.440 0.806
```

Calculated values
Energy above the lowest of the compared OMol25 structures with the same formula, charge and spin: 51.2 kcal per mole
Max |F|: 5.9 eV/A
HOMO level: -8.43 eV
HOMO-LUMO gap: 8.270 eV

---

# 2
A structure of composition C4H11BiClInNO2 in a non-equilibrium geometry, computed with wB97M-V/def2-TZVPD.

The geometry in XYZ format:
```
21
Properties=species:S:1:pos:R:3
Bi 0.375 0.147 -1.526
Cl 1.272 -1.877 -0.008
C 2.329 1.292 -1.790
C -0.805 -1.153 -2.963
H 2.346 1.683 -2.807
H 2.394 2.095 -1.051
H 3.123 0.553 -1.633
H -0.736 -0.703 -3.954
H -1.844 -1.226 -2.627
H -0.315 -2.134 -2.933
In -0.228 -0.101 1.432
C -1.857 -1.048 2.474
C -1.018 1.314 -0.182
H -2.821 -0.637 2.127
H -1.834 -2.132 2.268
H -1.752 -0.872 3.558
H -2.080 1.212 -0.451
H -0.769 2.376 -0.036
O 1.372 -0.660 3.605
N 1.686 0.533 3.672
O 1.163 1.338 2.826
```

Calculated values
Energy above the lowest of the compared OMol25 structures with the same formula, charge and spin: 0.0 kcal per mole
Max |F|: 3.3 eV/A
HOMO level: -1.92 eV
HOMO-LUMO gap: 4.800 eV
Charge: -1

---

# 3
A structure of composition C4H11BrNbO2 in a non-equilibrium geometry, computed with wB97M-V/def2-TZVPD.

The geometry in XYZ format:
```
19
Properties=species:S:1:pos:R:3
O 1.978 0.303 1.648
C 1.923 0.601 0.478
O 2.284 1.851 0.026
C 1.522 -0.320 -0.659
C 0.608 -1.474 -0.235
C -0.618 -1.034 0.563
Nb -1.991 0.500 -0.129
Br -3.214 2.369 -1.393
H 1.742 2.501 0.496
H 2.464 -0.691 -1.099
H 1.025 0.284 -1.428
H 1.196 -2.219 0.328
H 0.268 -1.964 -1.160
H -1.297 -1.906 0.658
H -0.314 -0.741 1.578
H -2.122 1.019 1.641
H -3.537 -0.462 0.253
H -1.324 -0.311 -1.684
H -0.594 1.694 0.117
```

Calculated values
Max |F|: 1.7 eV/A
HOMO level: -4.81 eV
HOMO-LUMO gap: 7.851 eV
Charge: -1

---

# 4
A structure of composition C4H11CeClIrNO2 in a non-equilibrium geometry, computed with wB97M-V/def2-TZVPD.

The geometry in XYZ format:
```
21
Properties=species:S:1:pos:R:3
Ir -1.257 2.654 0.560
Cl -2.116 4.621 -0.287
C -2.134 1.602 -0.989
C 0.515 2.936 -0.451
H -2.882 2.328 -1.351
H -1.550 1.302 -1.906
H -2.651 0.725 -0.547
H 0.254 3.494 -1.372
H 1.281 2.129 -0.655
H 1.041 3.626 0.237
Ce 0.153 0.039 -0.845
C -0.445 1.320 1.791
C 1.324 -0.142 -2.697
H 0.525 0.856 1.575
H -0.272 1.976 2.651
H -1.159 0.545 2.082
H 2.383 -0.242 -2.948
H 0.733 0.248 -3.572
O 0.249 -3.406 -0.224
N 0.095 -2.218 -0.402
O -1.142 -1.786 -0.800
```

Calculated values
Energy above the lowest of the compared OMol25 structures with the same formula, charge and spin: 10.0 kcal per mole
Multiplicity: 5
Max |F|: 4.1 eV/A
HOMO level (alpha / beta): -6.28 / -8.99 eV
HOMO-LUMO gap (alpha / beta): 5.351 / 7.435 eV
⟨S²⟩: 6.010

---

# 5
A structure of composition C4H11ClFeNO in a non-equilibrium geometry, computed with wB97M-V/def2-TZVPD.

The geometry in XYZ format:
```
19
Properties=species:S:1:pos:R:3
Fe -1.992 -4.926 -1.264
Cl -2.544 -4.149 0.807
C -0.993 0.388 1.353
C -0.452 -0.230 0.046
C 0.847 0.400 -0.423
O 0.556 1.753 -0.588
C 1.628 2.459 -1.175
N -0.257 -1.618 0.382
H -1.381 1.374 1.077
H -0.217 0.554 2.099
H -1.827 -0.169 1.781
H -1.164 -0.164 -0.776
H 1.133 -0.048 -1.385
H 1.684 0.277 0.282
H 1.296 3.479 -1.353
H 1.915 2.024 -2.136
H 2.488 2.525 -0.500
H -1.107 -2.166 0.601
H 0.388 -1.762 1.172
```

Calculated values
Energy above the lowest of the compared OMol25 structures with the same formula, charge and spin: 1.2 kcal per mole
Multiplicity: 9
Max |F|: 2.5 eV/A
HOMO level (alpha / beta): -8.57 / -13.89 eV
HOMO-LUMO gap (alpha / beta): 5.176 / 5.764 eV
⟨S²⟩: 20.011
Charge: +1

---

# 6
A structure of composition C4H11ClIPdV in a non-equilibrium geometry, computed with wB97M-V/def2-TZVPD.

The geometry in XYZ format:
```
19
Properties=species:S:1:pos:R:3
V 1.802 2.281 1.444
Cl 0.620 3.809 2.464
C -1.622 -1.040 1.344
H -1.355 -1.387 2.344
H -2.697 -1.170 1.222
H -1.421 0.043 1.288
Pd 0.379 -0.354 -0.461
C 1.533 1.280 -0.683
C -0.544 -0.480 -2.262
C -0.826 -1.813 0.268
H -0.999 -1.471 -2.310
H -1.295 0.324 -2.295
H 0.243 -0.331 -3.012
H 2.524 1.215 -0.171
H 1.673 1.244 -1.768
H 0.896 2.168 -0.442
H -1.460 -2.233 -0.522
H -0.099 -2.536 0.673
I 2.649 0.453 2.879
```

Calculated values
Energy above the lowest of the compared OMol25 structures with the same formula, charge and spin: 0.0 kcal per mole
Multiplicity: 5
Max |F|: 2.6 eV/A
HOMO level (alpha / beta): 1.25 / -0.50 eV
HOMO-LUMO gap (alpha / beta): 4.075 / 5.746 eV
⟨S²⟩: 6.010
Charge: -2

---

# 7
A structure of composition C4H11ClMnNO3Pm in a non-equilibrium geometry, computed with wB97M-V/def2-TZVPD.

The geometry in XYZ format:
```
22
Properties=species:S:1:pos:R:3
Pm 0.250 -0.854 -0.446
Cl -0.077 1.703 -1.594
C -2.052 -1.332 -0.231
H -2.291 -2.063 0.556
H -2.578 -1.569 -1.180
H -2.333 -0.329 0.114
Mn 0.505 0.768 -3.454
C -1.223 0.679 -4.253
C 2.314 1.196 -3.897
C 0.745 -1.055 -3.421
H 2.821 0.611 -3.115
H 2.453 0.752 -4.904
H 2.596 2.257 -3.851
H -1.692 -0.079 -3.605
H -1.750 1.644 -4.209
H -1.048 0.309 -5.281
H -0.069 -1.713 -3.823
H 1.754 -1.473 -3.657
O 0.063 0.598 3.040
N 0.411 0.142 1.942
O 0.795 -1.088 1.756
O 0.398 0.894 0.868
```

Calculated values
Energy above the lowest of the compared OMol25 structures with the same formula, charge and spin: 0.0 kcal per mole
Multiplicity: 8
Max |F|: 3.7 eV/A
HOMO level (alpha / beta): -7.55 / -8.26 eV
HOMO-LUMO gap (alpha / beta): 6.323 / 7.547 eV
⟨S²⟩: 16.100

---

# 8
A cluster of 3 separate species, C4H11ClNP in total in a non-equilibrium geometry, computed with wB97M-V/def2-TZVPD.

The geometry in XYZ format:
```
18
Properties=species:S:1:pos:R:3
C -1.518 0.201 -1.076
C -1.030 1.180 -0.165
C -1.652 0.937 1.313
C 0.416 1.007 -0.139
N 1.556 0.953 -0.236
H -1.059 0.300 -2.047
H -1.466 -0.840 -0.622
H -2.550 0.387 -1.153
H -1.224 2.196 -0.603
H -1.401 1.779 1.938
H -2.697 0.729 1.265
H -1.255 0.141 1.881
Cl 4.593 0.805 0.310
H 3.195 0.665 0.242
P 1.155 -2.574 0.189
H 1.833 -1.399 0.092
H 2.212 -3.410 -0.006
H 0.892 -3.056 -1.184
```

Calculated values
Energy above the lowest of the compared OMol25 structures with the same formula, charge and spin: 0.0 kcal per mole
Max |F|: 3.7 eV/A
HOMO level: -9.91 eV
HOMO-LUMO gap: 10.469 eV
SMILES string: CC(C)C#N.Cl.P

---

# 9
A structure of composition C4H11CoO2 in a non-equilibrium geometry, computed with wB97M-V/def2-TZVPD.

The geometry in XYZ format:
```
18
Properties=species:S:1:pos:R:3
H -5.416 0.173 0.452
C -4.082 0.828 0.228
H -4.032 0.225 -0.685
H -3.788 0.319 1.154
H -4.650 1.766 0.249
O -2.396 1.680 -0.071
C -1.950 2.511 0.985
C -0.444 2.684 0.915
O -0.105 2.992 -0.449
C 1.237 3.438 -0.642
Co -1.306 2.010 -1.560
H -2.196 2.077 1.967
H -2.452 3.492 0.921
H 0.084 1.762 1.202
H -0.118 3.509 1.563
H 1.377 3.607 -1.714
H 1.389 4.375 -0.092
H 1.939 2.672 -0.286
```

Calculated values
Multiplicity: 4
Max |F|: 5.0 eV/A
HOMO level (alpha / beta): -12.90 / -11.78 eV
HOMO-LUMO gap (alpha / beta): 8.152 / 5.747 eV
⟨S²⟩: 3.782
Charge: +1

---

# 10
A structure of composition C4H11F11N5OPPbTe in a non-equilibrium geometry, computed with wB97M-V/def2-TZVPD.

The geometry in XYZ format:
```
35
Properties=species:S:1:pos:R:3
Pb -0.442 -2.408 -0.202
C 0.546 3.059 1.261
N -0.337 1.918 1.343
C -1.345 1.904 2.388
C -0.189 0.840 0.509
N -0.709 -0.307 0.828
N 0.547 1.057 -0.615
C 0.824 0.222 -1.700
N 1.329 0.879 -2.757
N 0.682 -1.056 -1.670
H 0.249 3.742 0.455
H 1.574 2.734 1.090
H 0.499 3.622 2.189
H -1.566 2.924 2.691
H -0.979 1.372 3.275
H -2.265 1.437 2.041
H -1.205 -0.325 1.716
H 0.725 2.026 -0.818
H 1.202 1.869 -2.885
H 1.539 0.358 -3.591
H 0.953 -1.502 -2.537
F 3.859 -4.266 1.860
Te 2.671 -2.918 1.393
F 1.757 -4.220 0.340
F 1.666 -3.502 2.871
F 3.702 -1.781 2.464
F 3.802 -2.644 -0.080
O 1.521 -1.615 0.951
F -1.729 0.572 -1.692
P -3.004 -0.472 -1.874
F -2.678 -0.965 -0.289
F -1.901 -1.631 -2.313
F -3.972 0.648 -1.309
F -4.159 -1.546 -1.956
F -3.164 -0.024 -3.378
```

Calculated values
Energy above the lowest of the compared OMol25 structures with the same formula, charge and spin: 0.0 kcal per mole
Multiplicity: 2
Max |F|: 2.2 eV/A
HOMO level (alpha / beta): -14.41 / -14.41 eV
HOMO-LUMO gap (alpha / beta): 10.634 / 5.860 eV
⟨S²⟩: 0.786
Charge: +1

---

# 11
A structure of composition C4H11F3N2P2 in a non-equilibrium geometry, computed with wB97M-V/def2-TZVPD.

The geometry in XYZ format:
```
22
Properties=species:S:1:pos:R:3
C 2.889 -1.129 1.219
C -2.486 0.226 -1.016
C -0.643 -1.529 -0.879
C -1.334 2.154 0.939
N 0.917 1.081 0.056
N -1.269 -0.245 -0.465
F 2.373 -0.806 -1.524
F 3.391 0.918 -0.340
F 2.008 -1.707 2.137
P 2.030 0.020 -0.112
P -0.577 0.478 0.929
H 3.436 -0.455 1.737
H 3.387 -1.925 0.706
H -2.324 0.420 -2.053
H -3.301 -0.465 -0.879
H -2.715 1.206 -0.502
H 0.043 -1.947 -0.034
H -1.446 -2.264 -1.166
H 0.025 -1.282 -1.619
H -1.120 2.588 0.007
H -2.352 1.967 1.098
H -0.929 2.697 1.761
```

Calculated values
Energy above the lowest of the compared OMol25 structures with the same formula, charge and spin: 54.4 kcal per mole
Max |F|: 4.5 eV/A
HOMO level: -7.94 eV
HOMO-LUMO gap: 8.329 eV

---

# 12
A cluster of 2 separate species, C4H11FN3O2 in total in a non-equilibrium geometry, computed with wB97M-V/def2-TZVPD.

The geometry in XYZ format:
```
21
Properties=species:S:1:pos:R:3
C 1.249 -0.929 -0.161
C 1.858 0.389 0.383
C -0.979 -1.109 0.424
C -0.191 1.769 0.605
N 0.942 1.430 0.100
N -1.454 -2.204 -0.157
N -1.625 0.145 0.030
O 3.019 0.635 -0.397
O -0.798 2.807 0.094
F 1.775 -1.997 0.539
H 1.331 -1.197 -1.152
H 1.967 0.455 1.423
H -0.886 -1.307 1.437
H -0.319 1.435 1.710
H 1.290 1.682 -0.799
H -1.368 -3.103 0.306
H -1.220 -2.235 -1.138
H -1.698 0.252 -0.975
H -2.389 0.417 0.606
H 3.805 0.108 -0.503
H -0.659 3.178 -0.780
```

Calculated values
Energy above the lowest of the compared OMol25 structures with the same formula, charge and spin: 52.3 kcal per mole
Max |F|: 5.7 eV/A
HOMO level: -11.77 eV
HOMO-LUMO gap: 8.651 eV
Charge: +1

---

# 13
A cluster of 2 separate species, C4H11FNO in total in a non-equilibrium geometry, computed with wB97M-V/def2-TZVPD.

The geometry in XYZ format:
```
18
Properties=species:S:1:pos:R:3
C -1.999 -0.068 -0.951
C 0.875 -0.108 1.550
C 1.800 0.640 -1.019
C -1.431 -0.082 0.458
N -0.016 0.126 0.398
O 0.436 0.720 -0.752
F 0.390 -2.016 -0.180
H -1.895 0.866 -1.389
H -1.486 -0.704 -1.614
H -3.128 -0.358 -0.826
H 1.755 -0.549 1.107
H 1.109 0.776 2.131
H 0.419 -0.840 2.137
H 2.039 1.062 -2.037
H 2.225 -0.425 -1.051
H 2.345 1.009 -0.179
H -1.771 -0.908 1.096
H -1.667 0.859 1.120
```

Calculated values
Multiplicity: 3
Max |F|: 4.1 eV/A
HOMO level (alpha / beta): -14.81 / -16.33 eV
HOMO-LUMO gap (alpha / beta): 11.992 / 7.282 eV
⟨S²⟩: 2.007
Charge: +1